(1)
This record from OMol25 describes C20H26N2O4S2 in the gas phase at a distorted geometry. The level of theory is ωB97M-V with the def2-TZVPD basis set.

Positions of all 54 atoms, in Å:
C1 -5.46375 -0.60280 0.01031
C2 -4.22148 0.10590 -0.48277
S1 -3.68923 1.24065 0.84574
O1 -4.68446 2.26754 0.98837
O2 -3.35434 0.45747 2.00484
C3 -2.16965 1.99382 0.23152
C4 -2.22425 2.76001 -0.92690
C5 -1.07880 3.32379 -1.46380
C6 0.09934 3.07967 -0.78501
O3 1.37269 3.44157 -1.09312
C7 2.12418 2.90037 -0.10358
S2 3.82807 3.08641 -0.22708
C8 4.38642 1.97764 1.11057
C9 4.14344 0.50457 0.75843
O4 4.91885 -0.12636 0.07410
N1 3.02867 0.01149 1.31586
C10 2.51853 -1.32828 1.07781
C11 2.34124 -2.02268 2.42686
C12 1.20358 -1.20203 0.29343
C13 1.42304 -0.59774 -1.11272
C14 0.72118 -1.59155 -2.03971
C15 -0.78864 -1.49429 -1.78247
C16 -0.95456 -2.17970 -0.41022
C17 0.48880 -2.52769 -0.02379
C18 1.07894 -2.91960 -1.37696
N2 1.46421 2.26330 0.81426
C19 0.15057 2.33173 0.41222
C20 -1.00556 1.77066 0.93503
H1 -6.23530 0.13054 0.23271
H2 -5.23203 -1.14399 0.92450
H3 -5.83924 -1.30222 -0.73369
H4 -3.39775 -0.57823 -0.66203
H5 -4.41462 0.71338 -1.36170
H6 -3.18089 2.92025 -1.39707
H7 -1.09574 3.91222 -2.36588
H8 5.45872 2.15740 1.17642
H9 3.88506 2.27623 2.02842
H10 2.37266 0.66360 1.72859
H11 3.27667 -1.85157 0.48729
H12 1.52719 -1.56619 2.98555
H13 2.12668 -3.07825 2.29428
H14 3.25690 -1.93306 3.00625
H15 0.54226 -0.56515 0.88830
H16 1.00201 0.40244 -1.20850
H17 2.48699 -0.54234 -1.34680
H18 0.99616 -1.48123 -3.08736
H19 -1.12106 -0.45463 -1.77215
H20 -1.34794 -2.01930 -2.55764
H21 -1.42706 -1.53508 0.33155
H22 -1.55238 -3.08786 -0.49641
H23 0.55270 -3.27193 0.76535
H24 2.15061 -3.10213 -1.34476
H25 0.57712 -3.77429 -1.82678
H26 -1.02474 1.18749 1.84037

Computed properties:
**Largest force on an atom**: 1.350 eV/A
**Molecular weight**: 422.57 g/mol
**SMILES**: CCS(=O)(=O)c1ccc2oc(SCC(=O)N[C@@H](C)[C@H]3C[C@@H]4CC[C@H]3C4)nc2c1
**LUMO level**: 0.31 eV
**Energy relative to the best compared isomer or geometry (same formula, charge and spin)**: 0.0000 eV
**E_tot**: -1984.5928 a.u.

Population analysis type Löwdin, resulting atomic charges in e: atom 1 (C): -0.120, atom 2 (C): -0.275, atom 3 (S): 0.675, atom 4 (O): -0.302, atom 5 (O): -0.313, atom 6 (C): -0.273, atom 7 (C): -0.057, atom 8 (C): 0.030, atom 9 (C): -0.193, atom 10 (O): 0.081, atom 11 (C): -0.653, atom 12 (S): 1.055, atom 13 (C): -0.333, atom 14 (C): -0.570, atom 15 (O): 0.053, atom 16 (N): 0.086, atom 17 (C): -0.312, atom 18 (C): -0.032, atom 19 (C): -0.223, atom 20 (C): -0.086, atom 21 (C): -0.284, atom 22 (C): -0.140, atom 23 (C): -0.136, atom 24 (C): -0.256, atom 25 (C): -0.098, atom 26 (N): 0.139, atom 27 (C): -0.211, atom 28 (C): 0.018, atom 29 (H): 0.079, atom 30 (H): 0.077, atom 31 (H): 0.080, atom 32 (H): 0.076, atom 33 (H): 0.097, atom 34 (H): 0.116, atom 35 (H): 0.124, atom 36 (H): 0.087, atom 37 (H): 0.083, atom 38 (H): 0.113, atom 39 (H): 0.149, atom 40 (H): 0.084, atom 41 (H): 0.071, atom 42 (H): 0.081, atom 43 (H): 0.126, atom 44 (H): 0.102, atom 45 (H): 0.123, atom 46 (H): 0.140, atom 47 (H): 0.099, atom 48 (H): 0.111, atom 49 (H): 0.099, atom 50 (H): 0.114, atom 51 (H): 0.134, atom 52 (H): 0.122, atom 53 (H): 0.122, atom 54 (H): 0.120

(2)
This record from OMol25 describes a gas-phase ion, C20H26N3O2 (charge +1). The level of theory is ωB97M-V with the def2-TZVPD basis set.

Positions of all 51 atoms, in Å:
C1 -4.13584 2.92600 1.00395
C2 -4.30189 1.65401 0.23226
C3 -5.24627 1.57968 -0.78107
C4 -5.43245 0.41492 -1.50446
C5 -4.64907 -0.68777 -1.23237
C6 -3.68848 -0.61754 -0.23099
N1 -2.89873 -1.78783 -0.00613
C7 -1.57477 -1.85697 -0.11488
O1 -0.85951 -0.88391 -0.36221
C8 -0.99102 -3.26184 0.08032
N2 0.37131 -3.43583 -0.35384
C9 1.46776 -3.32169 0.55395
C10 2.19126 -1.99548 0.62368
O2 3.36475 -2.04492 1.19524
N3 1.69159 -0.92692 0.10152
C11 2.33826 0.34350 0.06820
C12 1.65972 1.40106 0.66359
C13 2.23820 2.65291 0.68440
C14 3.48347 2.84129 0.10929
C15 4.15530 1.80041 -0.51642
C16 5.48380 2.04428 -1.15615
C17 3.57675 0.52339 -0.55380
C18 4.26346 -0.58039 -1.30359
C19 -3.51666 0.53351 0.53307
C20 -2.53382 0.58617 1.66177
H1 -4.74036 3.71653 0.56901
H2 -4.44822 2.79147 2.03938
H3 -3.09516 3.24500 1.00621
H4 -5.85126 2.44553 -1.00304
H5 -6.17902 0.36918 -2.28126
H6 -4.76863 -1.60118 -1.79592
H7 -3.41851 -2.65085 0.08172
H8 -1.06545 -3.53166 1.13758
H9 -1.61218 -3.96734 -0.48439
H10 0.54706 -3.05467 -1.27263
H11 2.23627 -4.05999 0.28342
H12 1.13812 -3.58585 1.56430
H13 3.81518 -1.18052 1.21575
H14 0.64725 -0.92922 -0.17680
H15 0.69351 1.22291 1.10765
H16 1.72320 3.47888 1.14760
H17 3.93645 3.82018 0.13204
H18 6.22839 1.33468 -0.79965
H19 5.41286 1.93423 -2.23791
H20 5.83206 3.04985 -0.94080
H21 5.16500 -0.91487 -0.78830
H22 4.57398 -0.21516 -2.28042
H23 3.61547 -1.43891 -1.46416
H24 -1.63555 1.11656 1.34641
H25 -2.24890 -0.41120 1.98845
H26 -2.95869 1.11641 2.51038

Computed properties:
**Largest force on an atom**: 0.659 eV/A
**Charge**: +1
**Molecular weight**: 340.45 g/mol
**SMILES**: Cc1cccc(NC(=O)CNC/C(O)=[NH+]/c2cccc(C)c2C)c1C
**LUMO level**: -2.55 eV
**Energy relative to the best compared isomer or geometry (same formula, charge and spin)**: 0.0000 eV
**E_tot**: -1092.2965 a.u.

Population analysis type Löwdin, resulting atomic charges in e: atom 1 (C): -0.039, atom 2 (C): -0.220, atom 3 (C): -0.031, atom 4 (C): -0.064, atom 5 (C): -0.020, atom 6 (C): -0.184, atom 7 (N): 0.139, atom 8 (C): -0.414, atom 9 (O): 0.052, atom 10 (C): -0.104, atom 11 (N): -0.043, atom 12 (C): -0.099, atom 13 (C): -0.293, atom 14 (O): 0.180, atom 15 (N): 0.180, atom 16 (C): -0.176, atom 17 (C): -0.001, atom 18 (C): -0.047, atom 19 (C): -0.018, atom 20 (C): -0.218, atom 21 (C): -0.033, atom 22 (C): -0.171, atom 23 (C): -0.022, atom 24 (C): -0.159, atom 25 (C): -0.026, atom 26 (H): 0.081, atom 27 (H): 0.089, atom 28 (H): 0.086, atom 29 (H): 0.115, atom 30 (H): 0.110, atom 31 (H): 0.115, atom 32 (H): 0.163, atom 33 (H): 0.139, atom 34 (H): 0.133, atom 35 (H): 0.138, atom 36 (H): 0.148, atom 37 (H): 0.150, atom 38 (H): 0.144, atom 39 (H): 0.110, atom 40 (H): 0.104, atom 41 (H): 0.114, atom 42 (H): 0.119, atom 43 (H): 0.090, atom 44 (H): 0.093, atom 45 (H): 0.085, atom 46 (H): 0.098, atom 47 (H): 0.094, atom 48 (H): 0.080, atom 49 (H): 0.073, atom 50 (H): 0.078, atom 51 (H): 0.085